1.
Entry from the OMol25 dataset: a cluster of 11 separate species, C34H96N6O16 in total (ωB97M-V with the def2-TZVPD basis set).

Geometry as XYZ:
```
152
Properties=species:S:1:pos:R:3:forces:R:3
C -3.4728 2.0905 -0.9806 0.09 0.13 -0.16
O -3.4620 0.8660 -1.7159 -0.82 0.18 -0.10
C -4.7000 0.5409 -2.3907 1.16 0.77 -0.21
C -4.5748 1.0137 -3.8659 0.65 -1.96 -0.64
C -5.6714 0.3972 -4.7625 0.23 1.29 1.38
N -3.2563 0.5501 -4.4372 -0.78 0.58 1.59
H -2.4108 2.2506 -0.8034 0.00 0.69 0.05
H -3.9803 2.0262 -0.0110 0.36 -0.37 -1.08
H -3.9620 2.9086 -1.5144 0.44 0.11 -0.52
H -4.7695 -0.5398 -2.2614 -0.52 0.10 -0.37
H -5.5061 1.1069 -1.9170 -0.29 -0.42 0.18
H -4.5735 2.1025 -3.7974 -0.09 0.07 -0.56
H -6.5833 0.8331 -4.3452 -0.49 -0.42 -0.61
H -5.6616 -0.6862 -4.6531 -0.10 -0.04 0.03
H -5.5128 0.6588 -5.8042 -0.14 0.12 -0.01
H -2.7160 0.6946 -3.5814 0.81 -0.02 -0.54
H -3.3231 -0.4657 -4.4436 -0.07 -0.17 -0.34
C 0.0608 2.2030 2.5814 -1.22 -0.95 0.87
O -0.4370 2.5111 3.8787 0.33 0.53 0.74
C 0.1535 1.9182 5.0242 -1.33 -0.09 0.05
C -0.7984 2.2022 6.1981 0.75 -0.23 0.57
C -2.1624 1.6013 6.0297 -1.38 -0.04 0.22
N -0.9474 3.6325 6.5306 0.55 0.33 -1.28
H 0.2988 1.1333 2.5394 0.72 0.16 -0.02
H 0.8595 2.8777 2.2842 0.02 -0.18 -0.27
H -0.8586 2.2535 1.9951 0.48 0.60 -0.64
H 0.1490 0.8341 4.8820 0.47 -0.18 -0.02
H 1.1388 2.2870 5.3169 0.29 0.09 -0.50
H -0.3891 1.6989 7.0813 0.35 0.10 -0.08
H -2.8301 2.2194 5.4248 0.21 0.02 -0.19
H -2.6366 1.5553 7.0141 -0.01 0.08 -0.02
H -2.2125 0.5822 5.6420 0.45 0.04 -0.15
H -1.0099 4.0582 5.5984 -0.71 0.13 0.20
H -0.0501 4.0451 6.7901 0.03 -0.48 0.53
C -4.8821 2.5554 2.0352 1.42 -0.16 0.73
O -4.2121 1.3851 1.5402 -1.21 -0.09 1.77
C -4.8415 0.1685 1.9307 1.44 0.20 -0.75
C -3.7857 -0.9446 1.7173 -2.91 -1.51 -1.06
C -2.5874 -0.8440 2.5692 0.40 1.05 1.37
N -3.4002 -1.1536 0.3042 0.81 0.61 0.63
H -4.0250 3.1484 2.3669 -0.44 0.63 -0.13
H -5.4643 2.3517 2.9358 -0.14 -0.20 -0.14
H -5.4944 3.0881 1.3081 0.03 -0.19 -0.25
H -5.1118 0.1856 2.9913 -0.17 0.06 -0.05
H -5.7157 0.0442 1.2809 -0.09 -0.45 0.24
H -4.3919 -1.8260 1.9733 0.34 -0.21 0.26
H -2.0531 -1.7785 2.7259 0.19 0.09 -0.57
H -2.8605 -0.5179 3.5797 -0.20 -0.07 -0.04
H -1.9829 -0.0025 2.2131 0.42 -0.42 -0.07
H -2.8245 -0.3308 0.1229 -0.18 -0.20 -0.67
H -4.1741 -1.1194 -0.3546 -0.21 0.30 0.44
C -0.9094 2.7138 -3.7399 -0.74 0.88 -0.45
O -0.6342 3.7707 -2.8482 0.21 -0.42 0.69
C 0.3740 3.4704 -1.9116 0.94 0.01 -0.22
C 0.5529 4.6537 -0.9700 -1.05 0.71 0.52
C 1.9362 4.8082 -0.3289 -1.26 -0.69 -0.83
N -0.3850 4.5085 0.1455 -0.20 -0.61 0.89
H -1.8123 3.1061 -4.2101 -0.01 -0.64 -0.45
H -1.1322 1.7468 -3.2868 0.16 0.13 0.42
H -0.1330 2.5738 -4.5001 0.14 0.07 0.11
H 0.1684 2.5747 -1.3114 -0.35 0.05 0.01
H 1.2987 3.2213 -2.4569 0.16 0.28 -0.02
H 0.2802 5.5779 -1.4916 0.34 -0.11 -0.49
H 2.6485 5.0752 -1.1082 0.30 -0.04 0.29
H 2.1118 3.8291 0.1225 0.62 0.17 0.19
H 1.8117 5.5695 0.4342 0.57 0.06 0.06
H -1.3696 4.6976 0.0450 0.09 0.12 -0.71
H -0.0863 4.9286 1.0119 0.21 0.11 -0.08
C 1.2643 -4.6923 -1.4577 -0.94 -0.96 -0.46
O 0.5078 -5.1509 -2.5858 0.32 0.62 0.53
C 0.2722 -4.0879 -3.4863 -0.31 -1.21 -1.31
C -0.7600 -4.5923 -4.5263 0.06 -0.34 0.75
C -0.9451 -3.5356 -5.5998 0.57 -0.14 -0.15
N -2.0575 -4.8246 -3.8962 -0.57 1.18 0.04
H 1.3346 -5.5762 -0.8252 0.15 0.10 0.23
H 0.6733 -3.9204 -0.9645 0.37 0.27 0.22
H 2.2687 -4.3695 -1.7383 0.03 0.25 -0.04
H -0.1559 -3.1956 -3.0206 0.28 0.08 0.30
H 1.2159 -3.8853 -4.0069 0.04 0.49 0.08
H -0.3955 -5.5254 -4.9615 0.05 0.03 -0.03
H -1.2035 -2.5742 -5.1588 -0.08 0.12 0.09
H -1.7127 -3.7969 -6.3251 0.00 -0.13 0.07
H 0.0137 -3.4198 -6.1116 -0.11 0.18 -0.18
H -2.1877 -3.9544 -3.3799 -0.76 -0.17 0.02
H -2.1840 -5.5323 -3.1851 0.89 -0.34 -0.16
C 0.7492 -2.5392 2.5555 -0.90 -1.54 0.95
O 1.6989 -3.5236 2.9777 0.33 0.16 0.03
C 2.5139 -4.0346 1.9545 0.04 0.92 -0.12
C 3.7051 -4.7934 2.5054 1.04 0.35 -0.37
C 4.5952 -4.0086 3.4504 0.79 0.42 0.48
N 4.5754 -5.0782 1.3211 -1.27 -0.87 0.05
H 0.6884 -2.3910 1.4783 0.47 0.28 0.03
H 0.8316 -1.6571 3.1873 0.39 0.36 -0.45
H -0.2056 -2.9961 2.8432 -0.20 0.27 -0.21
H 1.9164 -4.6073 1.2343 0.10 -0.34 0.12
H 2.9324 -3.1951 1.3821 0.03 0.00 -0.03
H 3.4416 -5.7366 2.9910 -0.42 0.12 -0.01
H 5.2223 -4.7181 3.9985 -0.34 0.05 0.43
H 4.1126 -3.2943 4.1169 -0.33 -0.48 0.18
H 5.3663 -3.4124 2.9515 -0.37 0.02 -0.59
H 3.9885 -5.7024 0.7637 0.54 -0.08 -0.32
H 5.3730 -5.6288 1.6251 -0.01 -0.03 -0.02
O -0.5250 -1.6746 -0.8574 1.05 -0.48 -0.81
C -0.0250 -0.4900 -0.2570 -1.23 0.15 0.25
C 1.4462 -0.2706 -0.5317 0.55 -0.61 -0.28
O 1.9426 0.7908 0.2582 -0.53 0.45 0.30
H -1.4799 -1.7355 -0.7524 -0.17 0.24 0.29
H -0.5327 0.3720 -0.7046 -0.20 0.17 0.31
H -0.3109 -0.5884 0.7946 0.60 0.67 0.19
H 1.5224 -0.0419 -1.5996 0.17 -0.01 -0.08
H 2.0443 -1.1684 -0.3441 -0.21 -0.21 -0.01
H 2.8992 0.8762 0.1784 0.08 -0.38 -0.13
O -3.8165 -3.3507 -1.7356 -0.02 0.32 -0.03
C -5.0960 -3.9681 -1.6919 0.28 0.22 0.90
C -6.2253 -3.0014 -2.0330 0.43 1.07 0.49
O -6.2601 -1.9206 -1.0529 0.56 -0.53 0.42
H -3.6212 -2.8952 -0.9024 -0.10 0.00 -0.01
H -4.9744 -4.8346 -2.3377 -0.68 0.09 -0.34
H -5.2866 -4.3359 -0.6788 -0.02 -0.13 0.04
H -7.2215 -3.4332 -1.9538 0.17 -0.54 -0.79
H -5.9718 -2.4702 -2.9532 -0.46 -0.62 -0.50
H -7.1596 -1.5956 -1.0027 -0.08 0.05 -0.02
O 4.6328 1.8361 -3.1825 0.67 0.18 -0.53
C 5.8829 2.5273 -3.2772 0.96 -0.12 -0.26
C 5.8897 3.6194 -2.2288 -1.06 -0.58 -0.50
O 5.6098 3.0195 -0.9670 0.03 0.19 0.27
H 4.6470 1.2916 -3.9780 -0.57 -0.21 0.24
H 6.7297 1.8384 -3.1526 -0.16 -0.12 0.44
H 6.0536 2.9230 -4.2866 -0.37 0.34 0.09
H 5.0357 4.2461 -2.5137 0.30 0.46 0.22
H 6.8125 4.1906 -2.1852 0.01 -0.09 0.05
H 4.6823 2.7566 -1.0295 0.08 -0.18 0.13
O 5.2915 0.2008 0.4371 -0.82 0.39 0.37
C 5.5145 -1.1650 0.7149 0.80 -0.87 -0.89
C 5.0116 -2.1302 -0.3775 -0.63 0.31 0.34
O 5.7742 -3.3073 -0.4185 -0.15 -0.20 -0.05
H 5.9015 0.5318 -0.2293 0.06 -0.15 -0.03
H 6.5871 -1.3704 0.7850 0.03 0.06 0.27
H 5.0345 -1.4733 1.6426 0.03 0.58 0.23
H 4.9821 -1.6180 -1.3437 0.37 -0.08 -0.12
H 3.9623 -2.3534 -0.1484 -0.03 -0.11 -0.18
H 5.3117 -3.9948 0.1311 0.29 0.62 -0.13
O 2.9964 5.2248 2.7045 0.80 -0.68 0.03
C 3.5851 4.2182 3.5325 0.42 0.25 0.73
C 4.3055 3.2279 2.6569 -1.11 -1.24 -1.63
O 5.2866 3.9134 1.9128 0.55 0.79 0.49
H 3.7148 5.2678 2.0469 -0.49 0.67 -0.25
H 4.3134 4.6842 4.2093 -0.05 0.02 0.05
H 2.8216 3.7505 4.1534 -0.10 -0.10 -0.19
H 3.5523 2.8773 1.9278 -0.15 -0.01 0.17
H 4.6681 2.2801 3.0689 0.24 0.46 0.73
H 5.5022 3.4767 1.0840 -0.09 -0.19 -0.17
```
Forces are in eV/Å.

SMILES = COC[C@H](C)N.COC[C@H](C)N.COC[C@H](C)N.COC[C@H](C)N.COC[C@H](C)N.COC[C@H](C)N.OCCO.OCCO.OCCO.OCCO.OCCO
2S+1 = 1
HOMO-LUMO gap = 0.3289 Eh

Mulliken population analysis, charges in e, atoms 1 to 99: number 1, C, carries 0.06; number 2, O, carries 0.43; number 3, C, carries -0.13; number 4, C, carries 0.47; number 5, C, carries -1.60; number 6, N, carries -0.61; number 7, H, carries -0.33; number 8, H, carries -0.22; number 9, H, carries 0.57; number 10, H, carries -0.56; number 11, H, carries 0.66; number 12, H, carries 0.57; number 13, H, carries 0.41; number 14, H, carries 0.21; number 15, H, carries 0.41; number 16, H, carries -0.18; number 17, H, carries 0.31; number 18, C, carries 0.65; number 19, O, carries -0.35; number 20, C, carries -0.26; number 21, C, carries 0.26; number 22, C, carries -1.33; number 23, N, carries -0.85; number 24, H, carries -0.21; number 25, H, carries -0.09; number 26, H, carries -0.19; number 27, H, carries 0.06; number 28, H, carries 0.25; number 29, H, carries 0.48; number 30, H, carries 0.21; number 31, H, carries 0.40; number 32, H, carries 0.27; number 33, H, carries 0.33; number 34, H, carries 0.30; number 35, C, carries -0.99; number 36, O, carries -0.14; number 37, C, carries -1.22; number 38, C, carries 0.01; number 39, C, carries -0.48; number 40, N, carries 0.24; number 41, H, carries 0.24; number 42, H, carries 0.41; number 43, H, carries 0.21; number 44, H, carries 0.60; number 45, H, carries 0.33; number 46, H, carries 0.52; number 47, H, carries -0.03; number 48, H, carries 0.36; number 49, H, carries -0.07; number 50, H, carries -0.59; number 51, H, carries 0.11; number 52, C, carries -0.24; number 53, O, carries -0.48; number 54, C, carries 0.20; number 55, C, carries 0.30; number 56, C, carries -1.33; number 57, N, carries -0.39; number 58, H, carries 0.21; number 59, H, carries -0.10; number 60, H, carries 0.34; number 61, H, carries -0.41; number 62, H, carries 0.34; number 63, H, carries 0.30; number 64, H, carries 0.29; number 65, H, carries 0.09; number 66, H, carries 0.54; number 67, H, carries 0.19; number 68, H, carries 0.16; number 69, C, carries -0.43; number 70, O, carries -0.42; number 71, C, carries -0.21; number 72, C, carries 0.18; number 73, C, carries -1.28; number 74, N, carries -0.60; number 75, H, carries 0.28; number 76, H, carries 0.10; number 77, H, carries 0.33; number 78, H, carries 0.00; number 79, H, carries 0.37; number 80, H, carries 0.45; number 81, H, carries 0.12; number 82, H, carries 0.39; number 83, H, carries 0.39; number 84, H, carries -0.01; number 85, H, carries 0.34; number 86, C, carries -0.08; number 87, O, carries -0.47; number 88, C, carries 0.07; number 89, C, carries 0.31; number 90, C, carries -1.45; number 91, N, carries -0.63; number 92, H, carries -0.17; number 93, H, carries 0.20; number 94, H, carries 0.19; number 95, H, carries 0.28; number 96, H, carries -0.36; number 97, H, carries 0.42; number 98, H, carries 0.39; number 99, H, carries 0.29

---

2.
Entry from the OMol25 dataset: the molecule C3H3ClO (ωB97M-V with the def2-TZVPD basis set).

Geometry as XYZ:
```
8
Properties=species:S:1:pos:R:3:forces:R:3
C -1.1027 0.9631 -0.1107 1.21 0.34 -2.96
O -0.6382 -0.2798 -0.5005 5.93 -2.40 1.52
C 0.9319 -0.6278 -0.0022 -6.90 1.19 -2.18
C 1.6239 -1.6125 0.1553 0.65 0.92 0.34
Cl 3.0372 -2.2397 0.6147 0.93 -1.05 0.20
H -1.0144 1.2067 0.8573 0.94 0.72 3.71
H -2.1089 0.8404 -0.2514 -2.84 0.04 -0.67
H -0.7288 1.7496 -0.7623 0.08 0.24 0.04
```
Forces are in eV/Å.

SMILES = COC#CCl
2S+1 = 1
HOMO-LUMO gap = 0.3387 Eh

Partial atomic charges computed with the natural (NBO) method, in multiples of e: number 1, C, carries -0.23; number 2, O, carries -0.45; number 3, C, carries 0.21; number 4, C, carries -0.20; number 5, Cl, carries 0.15; number 6, H, carries 0.17; number 7, H, carries 0.19; number 8, H, carries 0.16

---

3.
Entry from the OMol25 dataset: a cluster of 4 separate species, C2H11NO4 in total (ωB97M-V with the def2-TZVPD basis set).

Geometry as XYZ:
```
18
Properties=species:S:1:pos:R:3:forces:R:3
C 0.5655 -0.3917 1.8902 0.20 -0.15 -0.72
C -0.4691 0.0528 0.8799 -1.30 -1.22 0.37
N -0.4262 1.2621 0.3084 1.25 0.94 0.27
O -1.4130 -0.7281 0.6812 0.16 0.42 -0.08
H 1.1191 -1.2548 1.5153 0.18 0.27 -0.30
H 1.2436 0.4102 2.1654 0.03 -0.14 0.30
H -0.0088 -0.8399 2.6988 0.02 0.53 0.32
H 0.4773 1.7037 0.1928 -0.13 0.09 0.29
H -1.2249 1.8158 0.0453 -0.30 -0.66 -0.42
O 2.3045 0.9846 -0.7581 -0.06 -0.06 0.03
H 1.7422 0.2006 -0.8838 0.04 0.07 0.02
H 2.9590 0.8887 -1.4530 0.18 0.20 0.00
O -2.9556 0.6131 -1.2126 0.30 0.16 -0.01
H -2.4236 0.0678 -0.5930 -0.39 -0.12 -0.09
H -3.8465 0.2588 -1.2076 0.00 -0.10 0.11
O 0.9493 -1.3399 -1.2596 -0.32 -1.01 -0.40
H 0.2086 -1.8824 -0.9511 -0.12 0.47 0.36
H 1.1983 -1.8215 -2.0586 0.27 0.30 -0.04
```
Forces are in eV/Å.

SMILES = CC(N)=O.O.O.O
2S+1 = 1
HOMO-LUMO gap = 0.3852 Eh

Partial atomic charges computed with the natural (NBO) method, in multiples of e: number 1, C, carries -0.71; number 2, C, carries 0.69; number 3, N, carries -0.83; number 4, O, carries -0.69; number 5, H, carries 0.24; number 6, H, carries 0.23; number 7, H, carries 0.25; number 8, H, carries 0.42; number 9, H, carries 0.43; number 10, O, carries -0.98; number 11, H, carries 0.50; number 12, H, carries 0.47; number 13, O, carries -0.99; number 14, H, carries 0.49; number 15, H, carries 0.47; number 16, O, carries -0.96; number 17, H, carries 0.50; number 18, H, carries 0.48

---

Q: Which ΔE to the lowest compared entry with this formula, charge and spin values were calculated for the entries above? A: 194.2; 442.7; 42.3, in kJ/mol.
Q: Which HOMO energy values were calculated for the entries above? A: -8.6; -9.8; -10.0, in eV.
Q: Which maximum force values were calculated for the entries above? A: 0.0671; 0.1427; 0.0354, in Eh/bohr.